DFT (the ωB97M-V functional and the def2-TZVPD basis) results for a cluster of 5 separate species, C10H30O10 in total in a non-equilibrium geometry.

Positions of all 50 atoms, in Å:
O 17.767 19.016 15.175
C 16.726 18.360 14.496
C 16.993 18.419 12.958
O 18.139 17.614 12.682
H 18.545 18.727 14.693
H 16.372 17.408 14.893
H 15.914 19.069 14.656
H 17.195 19.432 12.608
H 16.159 18.045 12.364
H 18.807 18.296 12.784
O 14.694 7.768 5.567
C 13.980 8.978 5.528
C 12.506 8.975 5.783
O 11.800 8.189 4.899
H 14.096 7.172 6.024
H 14.497 9.685 6.177
H 14.183 9.444 4.563
H 12.306 10.046 5.731
H 12.249 8.499 6.729
H 10.859 8.372 4.953
O 21.355 10.536 6.230
C 20.932 10.232 4.900
C 19.815 9.279 4.865
O 20.206 7.875 5.043
H 22.029 9.871 6.383
H 20.639 11.226 4.564
H 21.794 9.906 4.317
H 19.383 9.314 3.865
H 19.055 9.701 5.522
H 19.631 7.533 5.732
O 23.527 16.208 15.402
C 22.684 15.426 14.488
C 23.284 15.459 13.043
O 24.594 14.880 13.097
H 24.441 15.914 15.401
H 22.598 14.465 14.995
H 21.616 15.642 14.492
H 23.368 16.360 12.436
H 22.615 14.906 12.384
H 24.863 14.622 12.212
O 18.393 12.414 12.104
C 17.154 11.668 11.915
C 16.624 11.660 10.466
O 17.587 11.417 9.407
H 18.157 13.305 11.836
H 17.415 10.626 12.102
H 16.528 12.093 12.700
H 16.133 12.583 10.158
H 15.918 10.831 10.427
H 18.418 11.087 9.757

Force components x, y, z for each atom (eV/Å):
0.7 -0.7 0.0
-1.6 2.3 -1.4
-0.6 -1.1 1.0
0.2 0.7 -0.1
0.6 0.0 0.6
0.7 -0.3 -0.1
-0.6 -0.2 0.0
-0.2 0.2 0.4
-0.1 -0.2 0.2
0.9 -0.6 -0.4
-0.6 -0.5 0.2
1.3 0.8 -0.8
0.6 -0.1 1.1
-0.5 -0.6 -2.1
0.3 -0.5 0.0
-0.4 0.1 0.7
-0.3 -0.2 -0.5
-0.8 0.1 0.2
0.4 0.8 0.9
0.0 0.0 0.1
0.5 -0.7 0.1
1.0 1.3 0.5
-0.7 -1.0 -1.3
-0.4 1.6 0.6
0.1 0.0 0.7
-0.4 -0.3 -0.7
0.0 -0.1 -0.2
-0.1 0.1 -0.2
-0.1 -0.8 0.5
0.1 -0.2 0.1
-1.8 0.6 -0.4
1.9 0.4 0.1
-0.4 -1.2 0.2
-0.2 -0.1 0.3
-0.1 -0.5 -0.5
0.7 -0.8 -1.0
0.2 1.5 0.1
-0.2 1.0 1.1
-0.1 -0.8 0.2
0.0 0.0 0.0
-0.6 -0.5 -0.7
1.7 0.3 -0.4
0.4 0.0 -0.4
-0.4 0.2 0.8
0.3 0.3 0.0
0.0 0.1 0.5
-0.9 -0.6 -0.5
-0.1 0.1 0.3
-0.4 0.1 0.0
0.1 0.0 0.3

The value obtained for the largest force on an atom is 3.1 eV/Å. The total energy is -1151.2221 hartree. Its SMILES is OCCO.OCCO.OCCO.OCCO.OCCO. The calculation puts the energy relative to the best compared isomer or geometry (same formula, charge and spin) at 285.5 kJ/mol.

Atom charges from the Mulliken analysis, given in e for atoms 1 to 5: O -0.46; C -0.18; C -0.60; O -0.49; H 0.27

***

DFT (the ωB97M-V functional and the def2-TZVPD basis) results for a cluster of 5 separate species, C10H30O10 in total in a non-equilibrium geometry.

Positions of all 50 atoms, in Å:
O 0.954 -1.596 7.231
C 0.818 -0.969 5.968
C 0.343 -2.021 5.004
O -0.038 -1.410 3.765
H 1.816 -1.385 7.594
H 0.052 -0.192 6.015
H 1.767 -0.576 5.604
H -0.465 -2.621 5.440
H 1.120 -2.788 4.864
H -0.377 -2.138 3.239
O 0.275 -0.558 0.033
C 0.008 0.839 0.052
C -0.141 1.354 1.452
O -1.358 0.840 2.038
H -0.248 -0.996 0.711
H 0.834 1.349 -0.442
H -0.905 1.048 -0.515
H -0.116 2.444 1.457
H 0.658 0.919 2.057
H -1.116 0.572 2.933
O -5.241 -1.756 -1.379
C -3.814 -1.559 -1.470
C -3.450 -0.151 -1.083
O -3.754 0.140 0.270
H -5.431 -2.235 -0.570
H -3.306 -2.311 -0.864
H -3.591 -1.740 -2.524
H -3.960 0.582 -1.706
H -2.376 -0.020 -1.280
H -3.025 -0.113 0.849
O 0.786 2.185 -3.737
C -0.096 3.222 -3.351
C 0.562 4.122 -2.325
O 1.383 5.136 -2.941
H 0.565 1.341 -3.332
H -0.301 3.827 -4.237
H -1.053 2.861 -2.962
H 1.226 3.541 -1.678
H -0.151 4.686 -1.725
H 1.922 4.694 -3.604
O 3.804 -2.162 -4.024
C 3.206 -2.560 -2.798
C 2.719 -1.421 -1.944
O 1.506 -0.848 -2.455
H 4.686 -1.838 -3.828
H 2.435 -3.298 -3.012
H 3.967 -3.112 -2.218
H 3.515 -0.668 -1.928
H 2.491 -1.783 -0.940
H 0.896 -0.876 -1.708

Force components x, y, z for each atom (eV/Å):
0.1 0.0 0.1
-0.3 -0.3 -0.1
0.1 -1.0 -0.1
0.1 -0.3 0.4
0.0 0.0 0.1
0.2 0.2 0.0
0.0 0.3 0.1
-0.3 0.5 0.1
0.2 0.4 -0.2
-0.1 0.1 -0.3
0.2 -0.1 -0.1
-0.3 0.1 0.0
-0.2 -0.7 0.6
0.3 0.1 -0.2
-0.1 0.2 0.0
0.1 -0.1 0.0
0.0 0.1 0.0
-0.1 0.0 0.1
0.4 0.5 -0.1
-0.2 -0.1 0.0
0.4 -0.1 0.0
-1.3 -0.2 -0.4
0.8 0.0 0.3
-0.2 0.0 0.0
-0.1 0.2 0.1
0.2 0.1 0.0
0.3 0.1 0.1
-0.3 -0.1 0.0
-0.1 0.0 0.0
0.1 0.2 -0.1
0.0 0.0 -0.3
0.0 0.0 0.3
0.8 0.8 -0.3
-0.3 -0.3 0.1
0.1 0.0 0.1
-0.1 0.0 0.0
0.0 -0.2 -0.1
-0.3 -0.2 0.2
-0.1 -0.1 0.0
0.1 0.0 0.0
-0.3 0.0 -0.1
0.9 -0.7 0.2
-0.7 0.1 -0.5
0.3 0.0 0.0
0.0 0.1 0.0
-0.3 0.3 -0.2
-0.2 0.1 0.1
-0.1 0.1 0.2
0.4 0.0 0.1
-0.1 0.0 0.0

The value obtained for the largest force on an atom is 1.4 eV/Å. The total energy is -1151.3017 hartree. Its SMILES is OCCO.OCCO.OCCO.OCCO.OCCO. The calculation puts the energy relative to the best compared isomer or geometry (same formula, charge and spin) at 76.4 kJ/mol.

Atom charges from the Mulliken analysis, given in e for atoms 1 to 5: O -0.52; C -0.32; C -0.43; O -0.41; H 0.32

***

DFT (the ωB97M-V functional and the def2-TZVPD basis) results for a structure of composition C10H30O13P2S5Tl in a non-equilibrium geometry.

Positions of all 61 atoms, in Å:
Tl 0.578 -0.456 1.164
P -2.325 -1.893 4.419
O -1.456 -0.608 4.669
O -1.603 -2.958 5.308
O -2.266 -2.164 2.913
O -3.778 -1.663 5.108
P 3.864 -1.247 3.652
O 2.558 -2.063 3.631
O 4.567 -1.654 4.979
O 3.077 0.096 3.923
O 4.331 -1.328 2.228
C 2.070 1.191 -5.196
S 2.628 1.657 -3.455
O 1.536 1.093 -2.529
C 3.911 0.391 -3.466
H 1.222 1.850 -5.387
H 1.727 0.157 -5.220
H 2.907 1.457 -5.841
H 4.754 0.782 -4.036
H 3.553 -0.575 -3.822
H 4.049 0.199 -2.402
C 1.972 6.303 2.549
S 0.737 4.849 2.772
O 1.248 3.784 1.802
C 1.046 4.321 4.478
H 1.951 6.728 1.546
H 2.906 5.875 2.915
H 1.650 7.097 3.223
H 2.071 4.186 4.823
H 0.356 3.536 4.786
H 0.774 5.222 5.027
C -3.377 -3.879 -3.315
S -3.108 -2.219 -2.668
O -1.789 -2.189 -1.794
C -4.352 -2.414 -1.353
H -2.491 -4.359 -3.730
H -4.279 -3.875 -3.926
H -3.675 -4.679 -2.637
H -4.265 -1.519 -0.737
H -4.071 -3.257 -0.722
H -5.395 -2.445 -1.668
C -2.438 4.956 -0.986
S -2.793 3.205 -1.524
O -2.543 2.328 -0.314
C -4.584 3.460 -1.810
H -3.003 5.196 -0.085
H -2.628 5.681 -1.777
H -1.358 4.928 -0.842
H -4.878 4.500 -1.949
H -5.107 2.844 -1.079
H -4.847 2.856 -2.679
C 0.706 -5.514 0.371
S 2.012 -4.928 -0.872
O 2.056 -3.437 -0.805
C 3.521 -5.584 -0.018
H 0.478 -6.559 0.582
H -0.240 -5.157 -0.037
H 0.635 -5.011 1.335
H 4.311 -5.718 -0.757
H 3.211 -6.520 0.446
H 3.676 -4.860 0.783

Force components x, y, z for each atom (eV/Å):
0.1 -0.5 1.1
-1.2 0.9 1.6
-0.2 -0.3 0.2
-0.3 0.4 -0.6
-0.6 -0.3 0.1
2.3 -0.5 -1.8
-1.1 0.2 2.6
-2.2 -0.7 -0.1
1.0 0.5 -2.3
0.1 0.0 -0.4
2.1 0.2 -0.5
-0.1 1.2 1.2
-2.5 -2.5 0.1
1.8 1.3 -1.4
-0.3 -0.1 0.7
0.0 0.0 -0.2
0.4 0.0 0.1
-0.1 -0.3 -0.2
0.2 -0.2 0.3
-0.2 0.3 -0.4
0.8 0.3 0.0
-0.9 -0.9 1.5
1.1 -1.2 -2.2
-0.7 1.6 1.4
0.3 1.5 0.5
0.1 -0.7 -0.1
0.2 0.3 -0.5
0.0 0.0 0.2
0.1 -0.7 -0.7
0.2 -0.2 -0.5
-0.5 0.2 0.2
-0.3 -1.5 0.1
2.5 -0.5 3.3
-2.9 -0.2 -2.6
-0.1 0.8 0.3
0.0 0.8 -0.8
0.4 0.4 -0.8
0.1 0.5 1.2
0.2 0.0 0.0
0.1 0.0 -0.2
0.1 -0.3 -0.4
0.2 -0.9 -0.4
0.6 0.2 1.2
-0.8 1.2 -1.5
0.0 -1.4 -0.2
0.2 -0.1 0.0
-0.3 -0.2 -0.2
-0.1 0.1 0.4
-0.1 -0.2 0.3
-0.1 0.8 0.8
0.3 0.4 -0.6
-1.0 0.9 -0.1
-0.5 -0.3 1.1
0.0 -0.9 0.0
-1.5 0.3 0.2
0.9 -0.4 -0.5
0.1 0.2 -0.7
1.1 0.3 0.1
0.0 0.3 0.3
0.2 -0.2 -0.2
0.6 0.1 -0.1

The value obtained for the largest force on an atom is 4.2 eV/Å. The total energy is -4222.7859 hartree. The calculation puts the energy relative to the best compared isomer or geometry (same formula, charge and spin) at 410.9 kJ/mol. Its total charge is -3.

Atom charges from the Mulliken analysis, given in e for atoms 1 to 5: Tl 0.81; P 0.62; O -0.51; O -0.60; O -0.53

***

DFT (the ωB97M-V functional and the def2-TZVPD basis) results for a cluster of 5 separate species, C10H30O5 in total.

Positions of all 45 atoms, in Å:
C -10.964 2.705 -27.338
C -11.723 1.912 -26.299
O -13.145 2.149 -26.353
H -10.953 3.771 -27.100
H -11.425 2.612 -28.321
H -9.940 2.335 -27.394
H -11.338 2.073 -25.288
H -11.624 0.838 -26.467
H -13.296 3.029 -25.997
C -16.120 0.264 -24.844
C -15.813 -0.330 -26.221
O -15.410 0.627 -27.175
H -16.560 -0.525 -24.228
H -16.881 1.043 -24.943
H -15.254 0.685 -24.335
H -16.717 -0.822 -26.581
H -15.071 -1.128 -26.063
H -14.689 1.159 -26.806
C -15.173 2.775 -31.252
C -15.590 1.365 -30.847
O -16.568 1.385 -29.809
H -16.045 3.429 -31.317
H -14.747 2.762 -32.257
H -14.488 3.186 -30.514
H -14.690 0.852 -30.487
H -15.978 0.783 -31.684
H -16.153 1.068 -28.999
C -15.960 2.471 -21.470
C -17.272 1.729 -21.576
O -17.787 1.547 -20.262
H -15.478 2.484 -22.451
H -15.308 1.987 -20.745
H -16.103 3.510 -21.173
H -17.130 0.778 -22.103
H -17.992 2.292 -22.184
H -18.674 1.180 -20.294
C -13.577 -4.048 -27.589
C -14.493 -5.223 -27.338
O -14.184 -6.208 -28.350
H -13.761 -3.257 -26.855
H -13.808 -3.637 -28.568
H -12.543 -4.339 -27.414
H -15.533 -4.901 -27.447
H -14.311 -5.687 -26.366
H -14.731 -6.983 -28.197

Force components x, y, z for each atom (eV/Å):
0.0 0.1 0.0
-0.4 -0.6 -0.1
0.5 0.2 0.3
0.1 0.0 0.1
0.0 -0.2 0.0
0.0 0.1 0.0
-0.1 0.2 0.0
0.0 0.1 -0.2
-0.2 0.1 -0.1
-0.6 0.0 -0.3
0.0 -0.2 0.9
-0.1 -0.1 -0.1
0.2 0.0 0.1
0.1 0.0 0.0
0.1 -0.1 -0.1
0.0 0.1 -0.3
0.1 0.1 -0.4
0.2 0.0 -0.1
-0.6 -0.2 -0.3
0.3 0.1 0.5
0.1 0.0 -0.3
0.0 -0.1 0.1
0.4 0.0 0.2
0.1 0.1 -0.1
-0.1 -0.2 -0.1
-0.1 0.2 -0.1
0.0 0.0 0.2
0.0 0.1 -0.2
-0.4 0.1 -0.2
0.2 0.0 0.1
0.1 -0.1 0.1
0.0 0.0 0.0
-0.1 0.0 0.1
0.1 -0.1 0.3
0.1 0.1 0.0
0.0 0.0 -0.1
-0.3 0.2 0.9
0.4 -0.5 -0.7
-0.1 0.3 0.2
-0.2 -0.1 -0.1
0.5 0.0 -0.2
0.1 0.0 -0.6
-0.1 -0.1 0.2
-0.2 0.3 0.2
0.0 0.0 0.0

The value obtained for the largest force on an atom is 1.0 eV/Å. The total energy is -775.1423 hartree. Its SMILES is CCO.CCO.CCO.CCO.CCO. The calculation puts the energy relative to the best compared isomer or geometry (same formula, charge and spin) at 47.8 kJ/mol.

Atom charges from the Mulliken analysis, given in e for atoms 1 to 5: C -1.00; C -0.24; O -0.52; H 0.30; H 0.25

***

DFT (the ωB97M-V functional and the def2-TZVPD basis) results for a cluster of 5 separate species, C10H30O5 in total in a non-equilibrium geometry.

Positions of all 45 atoms, in Å:
C -1.910 -6.751 9.694
C -1.897 -6.027 8.364
O -2.629 -6.737 7.375
H -2.893 -6.701 10.154
H -1.160 -6.353 10.383
H -1.560 -7.776 9.540
H -0.882 -5.860 7.996
H -2.312 -5.025 8.522
H -3.365 -6.199 7.079
C 2.967 -3.130 1.823
C 3.468 -4.480 2.381
O 2.386 -5.237 2.912
H 2.734 -2.340 2.540
H 2.067 -3.294 1.230
H 3.757 -2.709 1.193
H 4.234 -4.358 3.140
H 3.914 -4.976 1.516
H 1.719 -5.376 2.238
C 5.723 -7.794 8.508
C 4.664 -7.170 7.588
O 5.105 -5.896 7.203
H 5.424 -8.815 8.734
H 5.690 -7.208 9.428
H 6.710 -7.698 8.064
H 3.738 -7.107 8.175
H 4.438 -7.821 6.739
H 4.533 -5.564 6.480
C 1.133 -3.553 6.225
C 2.620 -3.842 6.203
O 2.926 -5.116 5.657
H 0.679 -4.070 7.074
H 0.637 -3.752 5.276
H 0.908 -2.506 6.452
H 3.073 -3.801 7.192
H 3.114 -3.045 5.627
H 2.643 -5.123 4.721
C 3.124 0.330 9.831
C 2.758 -0.408 8.550
O 1.451 -0.933 8.585
H 2.973 -0.390 10.645
H 2.504 1.201 10.045
H 4.175 0.605 9.931
H 3.502 -1.216 8.467
H 2.826 0.173 7.631
H 1.344 -1.623 9.244

Force components x, y, z for each atom (eV/Å):
0.8 -0.3 -0.2
0.0 0.7 0.3
-0.1 -0.1 0.0
0.0 -0.3 0.0
-0.2 0.4 0.0
-0.5 -0.1 0.0
0.1 -0.2 0.0
-0.1 0.0 -0.2
0.0 0.0 0.0
0.6 0.1 0.2
-0.7 1.1 -1.1
0.5 -0.1 0.5
0.0 -0.4 0.4
0.1 0.0 -0.2
-0.2 -0.1 -0.2
-0.1 -0.1 0.3
0.1 -0.4 0.2
0.0 0.0 -0.1
-0.9 0.7 -0.2
0.1 -0.5 0.6
0.0 0.5 -0.6
0.3 -0.1 0.0
0.3 -0.1 0.1
0.1 -0.3 0.0
-0.1 0.1 -0.1
0.2 0.1 -0.2
0.1 -0.3 0.4
-0.3 0.5 0.9
0.1 0.7 -0.6
0.0 0.1 -0.2
-0.2 -0.4 -0.5
0.1 -0.4 0.0
0.4 0.1 -0.1
-0.2 -0.1 0.1
0.1 -0.1 -0.1
0.0 -0.2 0.4
-0.2 -0.2 0.5
0.9 -0.5 0.4
-0.6 0.2 -0.4
-0.1 0.1 0.0
0.0 0.0 -0.2
0.0 0.1 -0.5
-0.2 0.0 -0.3
-0.1 0.2 0.2
0.3 0.0 0.1

The value obtained for the largest force on an atom is 1.7 eV/Å. The total energy is -775.1354 hartree. Its SMILES is CCO.CCO.CCO.CCO.CCO. The calculation puts the energy relative to the best compared isomer or geometry (same formula, charge and spin) at 66.0 kJ/mol.

Atom charges from the Mulliken analysis, given in e for atoms 1 to 5: C -1.05; C 0.04; O -0.54; H 0.28; H 0.32

***

DFT (the ωB97M-V functional and the def2-TZVPD basis) results for a cluster of 5 separate species, C10H30O5S5 in total in a non-equilibrium geometry.

Positions of all 50 atoms, in Å:
C 14.904 -6.909 13.641
S 14.798 -8.396 12.652
O 16.003 -8.551 11.768
C 14.933 -9.619 14.035
H 15.863 -6.810 14.171
H 14.129 -6.861 14.381
H 14.802 -5.997 13.032
H 14.016 -9.619 14.526
H 15.784 -9.332 14.684
H 15.075 -10.573 13.553
C 13.730 -12.075 9.995
S 12.614 -12.293 11.376
O 11.457 -11.518 10.897
C 12.323 -14.036 11.325
H 14.035 -11.074 10.198
H 13.211 -12.056 9.021
H 14.639 -12.732 9.983
H 11.830 -14.446 10.428
H 11.713 -14.279 12.166
H 13.311 -14.397 11.436
C 11.258 -3.857 14.474
S 11.586 -3.689 12.781
O 12.574 -4.727 12.323
C 9.925 -4.279 12.241
H 10.696 -4.796 14.666
H 10.559 -3.007 14.732
H 12.231 -3.785 14.968
H 9.122 -3.578 12.541
H 9.715 -5.252 12.673
H 10.079 -4.324 11.161
C 5.412 -7.804 11.378
S 6.419 -8.598 12.686
O 7.653 -9.027 11.962
C 6.820 -7.193 13.634
H 5.269 -8.423 10.511
H 5.939 -6.955 10.996
H 4.490 -7.546 11.800
H 7.405 -6.470 13.040
H 7.373 -7.536 14.473
H 5.924 -6.650 13.971
C 10.121 -10.130 14.090
S 10.612 -8.440 13.903
O 11.955 -8.265 14.568
C 10.889 -8.449 12.172
H 10.213 -10.340 15.209
H 10.846 -10.750 13.565
H 9.087 -10.320 13.718
H 9.958 -8.685 11.597
H 11.779 -9.120 12.052
H 11.143 -7.450 11.973

Force components x, y, z for each atom (eV/Å):
1.1 1.1 0.1
-0.3 -0.7 -0.1
-0.3 0.2 0.7
2.0 1.1 -1.1
0.0 -0.4 -0.2
-0.7 -0.4 0.2
-0.1 -0.6 -0.2
-1.6 0.2 1.1
-0.5 -0.3 -0.3
0.3 -0.3 -0.1
1.0 -0.9 -0.3
0.5 0.4 -0.5
-1.2 0.3 0.3
-0.9 0.0 -1.0
0.6 0.8 -0.1
-0.1 -0.4 0.6
-0.9 0.5 0.1
0.3 0.5 0.1
-0.3 -0.2 0.7
1.0 -0.9 0.2
-1.2 0.1 1.3
-0.1 -0.4 -1.9
-0.8 0.5 0.6
0.5 0.7 -0.1
0.8 0.3 0.2
1.0 -0.7 -0.1
-0.4 -0.1 0.3
0.5 -0.2 -0.3
0.2 -0.3 0.0
-0.6 -0.1 0.1
1.3 -0.3 0.3
-0.6 -1.1 -1.8
0.1 0.0 0.4
-0.4 2.0 -0.5
0.0 -0.9 0.1
0.4 0.8 0.1
-1.5 0.6 0.5
0.0 -0.4 0.1
0.6 -0.2 0.7
0.1 -0.4 0.0
-0.2 -0.9 1.5
-0.4 0.8 0.9
-0.5 -0.3 -0.4
0.0 -1.4 -0.4
-0.3 0.2 -1.5
-0.1 -0.1 -0.1
0.8 0.3 0.2
0.9 -0.3 0.6
-1.0 0.5 -0.5
0.7 1.4 -0.5

The value obtained for the largest force on an atom is 2.5 eV/Å. The total energy is -2765.9515 hartree. The calculation puts the energy relative to the best compared isomer or geometry (same formula, charge and spin) at 44.4 kJ/mol.

Atom charges from the Mulliken analysis, given in e for atoms 1 to 5: C -0.95; S 0.64; O -0.69; C -0.86; H 0.38